# 1
57
Properties=species:S:1:pos:R:3:forces:R:3:nbo_charge:R:1 method="wB97M-V/def2-TZVPD" gap_ev=5.81 homo_ev=-1.6907 energy_ha=-2087.320679 e_above_lowest_kj_mol=90.9 charge=-2 multiplicity=1
Ba 0.559830 -0.557907 1.524527 -0.2621 1.2248 1.2107 1.85
C -0.746541 -1.846760 4.627260 0.0115 0.0170 -0.2335 -0.37
C -0.163110 -2.727854 3.688199 0.0286 0.0508 -0.0528 -0.42
C 1.239392 -2.587610 3.778980 0.0125 0.0337 -0.0332 -0.43
C 1.513539 -1.616508 4.768929 -0.0449 0.0292 -0.1877 -0.37
C 0.286725 -1.163316 5.288126 0.0693 0.0513 -0.0428 -0.34
H -1.807547 -1.696872 4.781761 -0.0199 -0.0321 0.0246 0.19
H -0.691652 -3.351898 2.978767 -0.0091 -0.0928 0.0760 0.20
H 1.966911 -3.080007 3.144440 0.0012 -0.0990 0.0983 0.20
H 2.493090 -1.253813 5.053449 0.0212 -0.0314 0.0226 0.18
H 0.160773 -0.374117 6.018012 0.0028 -0.0348 0.0037 0.19
O -2.395387 2.335447 -3.758248 0.1482 -0.0875 0.2283 -0.70
C -2.921578 2.866033 -2.668112 0.3550 0.2879 -0.3175 0.79
O -3.770104 3.737910 -2.728626 -0.0940 -0.1853 0.0972 -0.65
C -2.385457 2.393291 -1.370906 -0.2231 -0.0289 0.0964 -0.29
C -2.851932 2.846526 -0.151444 0.0272 0.0388 0.1307 0.01
N -2.167930 2.194936 0.795112 -0.0222 -0.0446 0.0322 -0.32
N -1.273224 1.342532 0.285204 -0.1642 0.1812 -0.0997 -0.30
C -1.382826 1.449994 -1.029159 0.1698 -0.1601 -0.0931 0.04
C -0.415473 0.640063 -1.876711 0.0298 0.0945 0.2377 0.78
O -0.645336 0.606923 -3.118119 0.0495 0.1978 0.1224 -0.76
O 0.522783 0.106833 -1.259288 -0.0799 -0.0966 -0.1821 -0.76
H -1.647533 1.656666 -3.514686 -0.2686 -0.1288 -0.1062 0.51
H -3.598738 3.586268 0.089718 0.0446 -0.0522 -0.0858 0.22
H -2.181146 2.318239 1.804352 0.0188 0.0109 0.0050 0.45
C -1.632923 4.236361 3.911096 0.0405 -0.0823 -0.0174 -0.29
C -2.079781 2.963275 4.256565 0.0676 0.0180 -0.0481 -0.26
C -1.337622 1.834768 3.889795 -0.0346 -0.0961 0.0046 -0.33
C -0.139223 1.867486 3.137613 0.0060 0.3634 0.1176 -0.44
C 0.268009 3.191370 2.850068 0.0165 0.0459 -0.1159 -0.29
C -0.432446 4.342320 3.212950 -0.0654 -0.0600 0.0333 -0.25
H -2.201087 5.119967 4.183324 0.0071 -0.0036 0.0006 0.19
H -3.007102 2.845707 4.814370 0.0284 0.0174 -0.0142 0.18
H -1.732883 0.866517 4.206366 0.0516 0.0549 -0.0388 0.20
H 1.180075 3.358898 2.268415 -0.0587 -0.0606 0.0544 0.17
H -0.053051 5.324170 2.936298 -0.0168 -0.0326 0.0076 0.18
C -0.221862 -1.921123 -4.939543 -0.0488 0.0660 -0.0201 -0.63
C 1.182697 -1.719035 -4.457672 0.0511 0.0401 -0.0728 -0.05
C 2.107080 -0.976818 -5.172325 -0.0632 0.0178 -0.0157 -0.22
C 3.382477 -0.773916 -4.668798 0.0689 0.0601 -0.0694 -0.05
Cl 4.540388 0.161085 -5.610180 -0.0742 -0.0487 0.0467 -0.07
C 3.752936 -1.273889 -3.441389 -0.0298 -0.0570 0.0790 -0.23
C 2.836639 -2.022873 -2.707656 0.1289 0.1110 -0.0176 -0.29
C 1.574773 -2.262228 -3.228909 -0.1510 -0.1613 0.1143 0.40
O 0.627821 -3.029493 -2.619651 0.1323 -0.0788 0.0622 -0.50
C 0.992019 -3.723320 -1.426349 -0.0187 0.1417 -0.1278 -0.16
C 0.871880 -2.814529 -0.196435 0.0080 0.0015 0.0633 0.74
O -0.284379 -2.531137 0.192592 -0.2853 -0.7155 -0.4681 -0.79
O 1.926190 -2.379402 0.339844 0.4447 -0.5846 -0.4472 -0.81
H -0.382121 -1.392441 -5.879738 0.0128 -0.0075 -0.0063 0.20
H -0.918976 -1.519814 -4.200706 0.0705 -0.0497 -0.0675 0.26
H -0.445299 -2.980026 -5.084230 0.0090 -0.0243 0.0230 0.20
H 1.825335 -0.532246 -6.118794 -0.0039 -0.0186 0.0086 0.21
H 4.737295 -1.069229 -3.041448 -0.0179 -0.0045 -0.0036 0.21
H 3.090851 -2.347584 -1.707595 -0.0161 0.0015 -0.0419 0.25
H 1.999959 -4.132911 -1.519145 0.0158 0.0058 0.0382 0.17
H 0.274786 -4.534910 -1.330261 -0.0774 -0.0032 -0.0120 0.20

# 2
62
Properties=species:S:1:pos:R:3:forces:R:3:nbo_charge:R:1 method="wB97M-V/def2-TZVPD" gap_ev=6.29 homo_ev=-5.3914 energy_ha=-7492.384234 e_above_lowest_kj_mol=0.0 charge=-1 multiplicity=1
Nb -0.275651 -0.399181 0.303787 0.6736 -0.4060 0.2549 2.10
O -2.046716 -2.500613 3.627241 0.7507 0.8657 -0.3014 -0.61
C -1.204318 -1.846830 3.026243 -1.3605 -1.3405 -1.3816 0.80
O -1.448377 -1.384128 1.772992 0.4637 0.5425 1.2759 -0.82
C 0.178326 -1.641033 3.613792 0.6790 -0.2719 -0.2214 -0.34
C 0.565536 -0.158119 3.569451 2.6524 -0.0544 -2.4100 0.10
C 1.717956 0.145981 4.527170 -0.5995 -0.5788 0.0673 -0.43
C 2.849331 -0.763312 4.055074 -0.7455 -1.3697 -0.6306 -0.45
C 2.394736 -1.260166 2.620301 -0.9517 1.8559 0.2155 0.62
O 1.363764 -0.124140 2.210383 -0.6059 -0.8760 2.3334 -0.62
C 1.378692 -2.414045 2.838990 -0.3579 0.1926 -0.2557 -0.37
C 1.087540 -3.003027 1.444300 -0.8231 0.6731 -1.1430 0.84
O 1.212706 -4.147521 1.070521 0.1142 0.7769 1.1500 -0.57
O 0.685491 -2.065177 0.532941 1.0091 -1.1972 1.1010 -0.77
H 0.234644 -2.029466 4.648396 -0.5758 0.2736 -0.5029 0.24
H -0.210117 0.610271 3.531131 -0.0407 -0.3764 -0.0820 0.22
H 1.396627 -0.174477 5.521195 0.1135 0.6219 0.2335 0.20
H 1.996399 1.194156 4.454622 -0.1320 0.0359 0.2409 0.23
H 2.924082 -1.667516 4.692936 -0.0296 0.4308 -0.2511 0.20
H 3.819835 -0.320038 4.066472 0.5513 0.5061 -0.3508 0.23
H 3.357161 -0.593992 0.970652 0.2570 0.0212 0.2688 0.52
H 1.757348 -3.200815 3.509674 -0.0195 0.2288 -0.4724 0.24
Br 1.082758 4.491673 1.634726 0.1656 -0.3284 -0.1551 0.11
C -0.539808 3.863539 0.926760 -0.1971 -0.8882 -0.0760 -0.14
C -1.564880 4.813793 0.797738 -1.3518 -0.6122 -0.9698 -0.22
C -2.805448 4.439403 0.287893 1.6539 -0.2030 0.4604 -0.11
Br -4.006987 5.827437 -0.024660 -0.7054 0.3121 -0.1988 0.06
C -3.085390 3.079101 -0.033614 0.1481 0.4982 0.1180 -0.14
C -4.255165 2.647512 -0.666429 -0.5336 -1.9128 -0.0754 -0.10
C -4.440374 1.263372 -0.923538 -0.1383 1.4184 0.0680 -0.27
C -3.442356 0.358513 -0.542636 1.5693 1.2048 1.1990 0.09
N -2.298128 0.781444 0.089086 -0.9736 -0.5063 -1.6092 -0.48
C -2.075191 2.113580 0.250235 -0.4889 0.0421 -0.4878 0.20
C -0.747802 2.511263 0.588735 1.6488 -0.1250 0.7715 0.30
O 0.229990 1.570845 0.642228 -2.1124 0.7731 -0.0928 -0.71
H -1.397656 5.871149 0.963593 0.2185 -0.2039 0.2438 0.24
H -5.026072 3.369645 -0.937811 0.2366 -0.2261 0.0685 0.23
H -5.368447 0.916079 -1.413850 0.7938 0.1722 0.3115 0.23
H -3.510564 -0.697610 -0.756591 -0.0040 -0.0805 0.2028 0.23
O 3.683093 0.517449 0.106356 -1.6481 -0.2291 -2.0031 -0.88
Cl 2.802388 0.594397 -1.236763 3.2660 2.4235 0.2837 1.77
O 3.696120 0.137338 -2.349810 -1.2962 -0.1219 1.3205 -0.83
O 3.318170 -1.386881 1.664561 -0.3121 -0.4740 0.2952 -0.76
O 2.610481 2.081289 -1.443817 -0.4143 -2.0306 0.3524 -0.85
C -0.819665 1.310271 -3.430868 -0.0744 -0.1404 0.3334 -0.64
C -0.429208 -0.115308 -3.770551 0.8733 -0.5645 0.7874 0.02
C -0.347400 -0.501888 -5.100851 -0.0680 -0.0623 0.4128 -0.23
C 0.283233 -1.689734 -5.454429 -0.4293 -0.2037 0.5442 -0.22
C 0.743746 -2.573028 -4.487173 0.1337 0.2482 0.6587 -0.22
C 0.634561 -2.287259 -3.104313 -0.0790 1.0459 -0.7512 0.02
C 1.254457 -3.212053 -2.098715 -0.8506 -0.1010 0.8517 -0.65
C 0.040165 -1.028332 -2.726140 -0.4657 -0.5199 -3.3726 0.09
N -0.228109 -0.685896 -1.458192 -0.2639 0.8627 2.7702 -0.68
H -1.015956 1.890880 -4.346868 0.1055 -0.2571 0.3220 0.21
H 0.012686 1.792742 -2.873720 -0.4798 -0.2135 -0.2599 0.25
H -1.722822 1.349622 -2.801493 0.2278 0.0583 -0.0619 0.20
H -0.839184 0.116027 -5.854376 0.4774 0.0197 0.0731 0.20
H 0.370660 -1.924040 -6.490776 0.0667 -0.2969 -0.5937 0.20
H 1.218669 -3.518689 -4.782453 -0.1743 0.4654 0.1260 0.20
H 1.441342 -4.210490 -2.503278 -0.1010 0.1530 -0.1478 0.20
H 0.592230 -3.310712 -1.201683 0.7483 -0.0232 -0.8748 0.26
H 2.216874 -2.823252 -1.744779 -0.1942 0.0725 0.0167 0.24